The following is a quantum chemistry calculation of a structure of composition C12H19CuOP in a non-equilibrium geometry, from the OMol25 dataset.

Each line ends with the natural charge from an NBO analysis.
Geometry (Å):
C 3.72231 0.04619 1.58158  -0.2933
O 2.97274 -0.53406 0.45572  -0.5870
C 2.40559 0.50851 -0.41644  -0.1092
C 2.03192 0.00500 -1.93726  -0.4325
C 1.34019 -1.51748 -1.96755  -0.7471
P -0.02546 -1.48014 -0.61208  1.3469
C -0.64591 -3.22854 -0.15843  -1.0000
C -1.58924 -0.56339 -1.32529  -0.7613
C -1.89362 0.65288 -0.21865  -0.0425
C -1.03665 2.03908 -0.40416  -0.2389
C -1.28680 3.23011 0.70675  -0.1547
C -2.35073 2.95390 1.93025  -0.1853
C -3.22905 1.54546 2.08093  -0.1714
C -2.98268 0.35647 0.97676  -0.2533
H 3.48239 1.19568 1.75660  0.1919
H 4.89553 -0.00526 1.41894  0.2193
H 3.47113 -0.49531 2.61474  0.2160
H 3.26388 1.32745 -0.54823  0.2247
H 1.52369 1.02724 0.15568  0.1866
H 3.00022 -0.03237 -2.60190  0.2756
H 1.25388 0.80444 -2.36153  0.2168
H 0.94524 -1.74311 -3.04611  0.2987
H 2.19693 -2.29704 -1.70182  0.3038
H -0.97144 -3.18074 0.98837  0.2555
H 0.17417 -4.07587 -0.21257  0.3210
H -1.64142 -3.51414 -0.74169  0.2640
H -1.32853 -0.03058 -2.33495  0.3010
H -2.51463 -1.27919 -1.36746  0.2529
H -0.27580 2.10512 -1.30858  0.2580
H -0.65458 4.22767 0.58106  0.2841
H -2.53666 3.75982 2.76480  0.2788
H -4.00651 1.35271 2.95794  0.2684
H -3.50359 -0.70108 0.96872  0.0218
Cu -4.20651 -2.45945 1.32585  0.9909

Results
⟨S²⟩ = 0.75
Total charge = +2
DFT total energy = -68697.3783 eV
Multiplicity = 2